3 unconnected molecules or ions with the total composition CH6N2O2 at a distorted geometry, computed with ωB97M-V/def2-TZVPD.

Structure (ORCA input):
```
! wB97M-V def2-TZVPD RIJCOSX def2/J DEFGRID3
* xyz 0 1
C -3.2410 -0.5240 -0.6540
N -1.6142 1.6136 0.9489
N 0.0904 -1.4447 -0.1821
O -0.8765 2.1144 -0.1234
O -3.9775 -1.2371 -0.2072
H -1.1350 1.7567 1.8039
H -2.6594 2.0449 0.9050
H -0.8577 -1.3825 -0.2164
H 0.5520 -1.2523 0.7151
H 0.4187 -2.3313 -0.5171
H -0.4399 1.3777 -0.5253
*
```

- Largest force on an atom: 4.2 eV/A
- HOMO level: -0.341 hartree
- Lowest unoccupied orbital energy: 1.0 eV


C20H20OSi in the gas phase at a distorted geometry, computed with ωB97M-V/def2-TZVPD.

Structure (ORCA input):
```
! wB97M-V def2-TZVPD RIJCOSX def2/J DEFGRID3
* xyz 0 1
C 0.7636 3.4723 -1.8454
C 0.1275 2.9117 -0.6082
O 0.9354 1.9153 -0.0049
Si 0.2866 0.3331 0.1998
C -0.6273 0.2527 1.7978
C -0.6491 1.3025 2.6512
C -1.2179 1.1926 3.9014
C -1.7986 0.0169 4.2906
C -1.7902 -1.0599 3.4327
C -1.1997 -0.9526 2.2087
C -0.8976 -0.0220 -1.1588
C -2.2270 -0.2086 -0.8808
C -3.1001 -0.5944 -1.8864
C -2.6288 -0.7975 -3.1768
C -1.2971 -0.5644 -3.4539
C -0.4237 -0.2263 -2.4413
C 1.6492 -0.9149 0.1809
C 2.8625 -0.6478 0.7402
C 3.9188 -1.5214 0.5064
C 3.7042 -2.6608 -0.2658
C 2.4472 -2.9281 -0.8224
C 1.4391 -2.0062 -0.6329
H 1.8145 3.6890 -1.6367
H 0.2236 4.3357 -2.2630
H 0.8163 2.7249 -2.6392
H -0.8637 2.4911 -0.8141
H -0.0211 3.6978 0.1623
H -0.1331 2.2191 2.3482
H -1.2918 2.0588 4.5282
H -2.2118 -0.0499 5.2839
H -2.2286 -2.0002 3.7468
H -1.2454 -1.8247 1.5525
H -2.5861 -0.1595 0.1456
H -4.1168 -0.8204 -1.6715
H -3.2559 -1.2191 -3.9629
H -0.9156 -0.7787 -4.4667
H 0.6348 -0.1538 -2.6319
H 3.0291 0.2313 1.3071
H 4.8403 -1.3597 1.0256
H 4.4807 -3.4101 -0.3135
H 2.2664 -3.8538 -1.3459
H 0.4872 -2.1100 -1.0864
*
```

- Largest force on an atom: 2.0 eV/A
- HOMO level: -0.337 hartree
- Lowest unoccupied orbital energy: 0.8 eV


C2H7NO2S in the gas phase at a distorted geometry, computed with ωB97M-V/def2-TZVPD.

Structure (ORCA input):
```
! wB97M-V def2-TZVPD RIJCOSX def2/J DEFGRID3
* xyz 0 1
C -0.9038 -1.4542 1.2157
N -1.2035 -0.0315 0.8502
S -0.0193 1.1306 0.7141
C 0.5599 0.7987 -0.9763
O 0.6852 1.8060 -1.9562
O 1.8749 0.1887 -0.8631
H -0.1728 -1.3182 2.0596
H -1.7709 -2.0096 1.4695
H -0.4058 -1.9056 0.2876
H -1.9293 0.1776 0.2238
H -0.2744 0.0603 -1.3299
H 1.3221 2.4717 -1.7662
H 2.2378 0.0855 0.0713
*
```

- Largest force on an atom: 3.8 eV/A
- HOMO level: -0.327 hartree
- Lowest unoccupied orbital energy: 0.7 eV